C25H72CsN5O12S as an isolated structure in a non-equilibrium geometry. Source: OMol25; level of theory: ωB97M-V/def2-TZVPD.

```
116
Properties=species:S:1:pos:R:3:forces:R:3:lowdin_charge:R:1
C -0.095 -2.586 -6.756 -0.307 -2.915 -0.828 -0.481
H -4.244 1.626 -3.986 0.817 -0.172 -0.700 0.181
C 2.913 0.922 5.471 -2.850 2.139 -1.085 -0.413
H -5.170 -0.746 5.367 0.734 -0.127 0.264 0.067
H -3.850 2.836 5.550 -0.233 -0.589 0.723 0.132
H -1.591 4.993 -0.072 1.169 -2.017 0.512 0.157
H 0.928 -3.775 -8.225 0.363 -0.019 0.026 0.113
H -2.209 -3.383 -3.175 -0.255 0.343 -0.654 0.075
H 6.057 4.108 -0.738 0.153 0.075 0.191 0.084
H 3.348 7.970 0.136 -1.077 0.793 -0.073 0.097
H 4.181 -0.543 6.316 0.438 -0.023 -0.241 0.125
H 2.922 -4.006 3.315 0.341 0.124 -0.040 0.073
H 5.286 -0.409 8.409 0.331 -0.143 -0.795 0.083
C 0.710 -3.920 -7.166 -0.573 0.574 0.489 -0.121
H -0.616 -3.971 -3.228 0.186 -0.398 0.030 0.070
H 1.129 2.516 5.279 -0.211 -1.152 -0.354 0.074
C -1.607 -4.163 -3.641 -0.308 0.226 0.266 -0.038
H -2.759 -4.310 -6.943 0.046 -0.560 0.031 0.063
H -4.472 0.528 6.526 0.695 -0.551 -0.286 0.075
N 2.212 -3.880 2.607 -0.204 1.630 -0.868 0.042
H -0.121 4.674 -4.314 0.122 0.833 0.373 0.185
H 3.185 8.568 -1.683 -1.120 0.101 0.433 0.085
O -5.388 3.171 4.291 -0.905 1.868 -0.895 -0.168
C 5.480 4.609 0.040 -0.710 0.752 -0.790 -0.054
H 0.546 -6.038 4.507 -0.110 0.076 -0.016 0.089
H 1.608 -1.581 -7.469 0.229 -0.184 -0.047 0.085
C -5.185 4.456 3.674 -0.304 -0.774 0.621 -0.095
C 3.652 0.358 6.628 -0.018 -0.663 0.957 -0.248
O -2.004 5.835 -0.279 -0.316 0.821 0.256 0.391
H 4.470 9.021 -0.692 0.646 -0.502 0.046 0.095
H -5.100 1.735 -2.734 -1.041 0.261 0.621 0.184
H -3.396 -3.288 -5.773 -0.019 0.038 0.563 0.078
O 4.475 1.248 7.344 0.421 -0.025 -0.839 -0.163
H -3.468 -5.045 -5.472 0.046 0.011 -0.060 0.093
C 3.644 5.847 -1.399 1.044 -0.692 -0.632 -0.207
C 1.404 -5.452 4.178 -0.113 -1.162 0.738 -0.065
C -2.321 -5.648 1.726 0.136 1.048 0.541 -0.092
H -2.946 5.691 -0.392 -0.993 -0.047 0.196 0.186
H -0.799 -5.338 -7.785 -0.492 0.203 0.322 0.099
H -0.940 3.658 -5.202 -0.747 -0.097 -0.586 0.185
H 1.647 1.981 6.960 -0.633 -0.374 -0.128 0.080
H 5.839 1.184 8.901 -0.301 0.220 -0.105 0.093
H -2.043 -5.066 -3.214 0.302 -0.377 -0.307 0.089
H -6.132 4.996 3.674 0.007 -0.214 -0.134 0.090
S -0.517 1.140 -0.757 -1.121 -0.155 2.195 0.088
H -6.009 0.605 5.896 -0.265 0.654 -0.643 0.067
C -0.044 -5.252 -7.005 -0.226 0.092 1.533 -0.137
H 3.516 4.849 0.577 -0.507 0.414 -0.037 0.122
C -1.067 -2.360 -7.950 -0.624 0.013 0.869 -0.036
H -3.385 -0.465 3.305 -0.304 -0.089 0.205 0.061
H 1.558 -4.617 4.861 0.002 -0.118 0.232 0.092
N -0.790 -2.871 -5.469 2.434 -0.625 -0.991 -0.111
H 2.612 2.883 5.943 -0.049 0.751 0.384 0.062
H 2.882 -0.027 7.297 -0.311 -0.110 0.339 0.124
H 4.172 0.541 9.221 -0.018 0.431 0.505 0.087
H 1.843 -0.080 3.952 0.404 0.288 -0.109 0.069
H -4.456 5.076 4.196 0.102 -0.072 0.351 0.084
N 2.019 -0.092 4.946 -0.231 -1.658 -0.217 0.020
H 0.558 -6.137 -7.211 0.514 0.244 0.149 0.107
O -1.023 -5.739 2.293 1.092 -0.862 -0.460 -0.177
H -1.171 -6.322 -5.413 -0.789 0.261 -0.351 0.125
H -3.856 0.877 -2.582 2.338 -0.850 1.140 0.154
H -4.913 0.869 3.418 -1.504 0.834 0.562 0.125
C 1.267 -4.922 2.795 -1.826 -2.636 -1.104 -0.485
N -3.155 0.301 3.922 1.070 0.080 1.001 0.012
C -4.375 1.049 4.349 0.230 -2.023 -0.126 -0.374
O -1.495 -1.730 -5.061 -0.908 0.169 -0.098 -0.037
O -0.072 3.887 -4.861 0.230 0.190 -0.569 0.398
H -0.613 -1.990 -8.869 0.196 0.223 0.230 0.089
H -1.869 -1.711 -7.598 0.032 0.450 -0.277 0.074
C -1.475 -4.174 -5.196 -1.853 1.638 1.740 -0.503
O -1.889 0.593 -0.842 -1.627 -0.419 -0.660 -0.462
C 0.905 -1.448 -6.646 -0.234 -0.364 -1.171 -0.043
H -2.469 0.825 3.397 -0.080 0.497 0.106 0.056
H 0.210 3.157 -4.305 0.808 -1.584 1.237 0.170
H -2.529 -4.882 0.979 0.912 0.655 -0.208 0.073
C -0.228 -4.604 2.526 -0.194 1.685 -0.151 -0.205
C -4.194 2.532 4.561 1.349 -0.023 0.509 -0.255
N 3.599 3.386 -0.951 -0.143 0.474 0.090 0.033
H -4.801 4.307 2.665 -0.082 0.007 -0.364 0.066
H -2.958 -5.346 2.558 -0.741 -0.756 -0.136 0.092
C -5.004 0.306 5.601 -0.489 0.794 -0.914 -0.044
O 0.329 0.236 0.029 0.166 0.215 -0.168 -0.408
C 4.985 0.635 8.502 -0.433 -0.327 0.654 -0.116
H 5.751 5.660 0.137 0.802 -0.225 0.495 0.077
H 1.461 -5.716 2.074 0.245 -0.331 -0.023 0.131
H 2.242 -6.148 4.192 0.272 0.196 0.392 0.088
C 4.030 4.710 -0.373 -1.930 -0.697 -0.481 -0.399
C 3.772 8.198 -0.841 -0.395 0.223 0.356 -0.114
H -2.554 -6.550 1.160 -0.045 -0.373 0.880 0.091
O -0.616 2.495 -0.161 -0.114 1.681 0.862 -0.482
H -0.910 -1.303 -4.431 0.069 -0.061 0.285 0.097
H 1.506 -1.458 -5.737 -0.422 0.393 0.171 0.085
H 0.072 -5.522 -4.725 0.898 0.444 -0.428 0.108
H 3.221 2.803 -0.218 0.370 -0.234 0.499 0.068
O -4.532 1.130 -3.215 -1.433 0.175 -0.283 0.390
H -0.397 -3.888 1.722 0.428 0.090 -0.585 0.118
C -0.648 -5.374 -5.530 1.179 -0.320 -1.808 -0.121
H 3.929 5.453 -2.375 0.656 -0.305 -0.248 0.114
O -0.002 1.329 -2.086 1.538 0.427 -4.181 -0.471
H 0.393 -0.543 -6.971 0.132 0.536 0.953 0.074
H -3.360 2.960 4.004 0.048 -0.271 -1.033 0.109
C -2.856 -4.231 -5.860 -0.009 0.373 -0.489 -0.020
H -0.537 -4.027 3.397 -0.566 -0.086 0.530 0.126
H 2.619 6.098 -1.674 -0.935 -0.276 1.206 0.099
H 1.130 0.137 5.366 -0.224 -0.618 -0.118 0.061
H 3.533 1.381 4.701 0.340 -0.436 -0.044 0.138
H 1.683 -3.082 2.929 0.424 0.951 0.048 0.071
H -1.645 6.211 -1.085 0.545 0.397 -0.464 0.181
H 5.454 4.053 0.977 0.634 0.141 -0.065 0.084
H 1.640 -3.924 -6.598 0.133 -0.146 0.006 0.109
H 2.762 3.450 -1.512 -0.173 0.496 -0.432 0.037
C 1.898 2.060 5.903 3.300 1.663 1.126 -0.065
O 4.362 7.024 -1.237 2.555 -0.633 -0.544 -0.206
H -1.589 -3.280 -8.213 0.273 -0.108 -0.010 0.061
Cs 2.911 -2.768 -1.357 -0.297 0.190 0.417 0.833
```
Positions in Å, forces in eV/Å.

Calculated values
Relative energy (zero: lowest compared OMol25 entry of this formula, charge and spin)   8.2866 eV
Total charge   +2
HOMO level   -11.455 eV
Multiplicity   1

=====

A 4-piece molecular cluster, C25H73N12O4P4SSi overall in a non-equilibrium geometry. Source: OMol25; level of theory: ωB97M-V/def2-TZVPD.

```
120
Properties=species:S:1:pos:R:3:forces:R:3:lowdin_charge:R:1
H -1.306 -3.181 -5.191 -0.017 -0.008 -0.023 0.078
H 4.059 -6.074 4.837 -0.025 0.032 -0.001 0.078
H -2.059 6.000 -3.460 -0.003 -0.026 0.016 0.072
N -3.656 -1.517 -3.539 -0.128 0.171 0.127 -0.321
C 1.012 1.156 -0.683 0.604 0.003 0.278 -0.195
C 0.286 -3.526 3.717 0.033 0.101 -0.066 -0.119
C 3.106 0.555 2.968 -0.091 -0.441 -0.214 -0.205
C 2.293 -1.625 -0.264 0.102 0.090 -0.003 -0.157
N 5.141 -0.590 1.707 0.510 0.799 -0.210 0.091
H 2.093 3.009 2.166 -0.156 -0.188 -0.018 -0.107
H 1.395 -4.564 8.362 0.081 -0.020 -0.008 0.085
H -5.321 3.657 -4.468 0.006 0.031 0.067 0.060
Si 1.757 -0.035 0.564 -0.897 0.455 -0.671 0.516
H 3.614 -4.549 8.423 -0.087 0.015 0.003 0.086
H 2.430 1.228 3.486 0.192 0.117 0.172 0.116
H 4.341 0.239 4.628 0.035 0.789 0.241 0.163
C 5.122 -3.036 4.621 0.065 0.085 -0.101 -0.148
H -0.651 -4.083 3.670 0.049 -0.094 0.002 0.090
H -0.946 3.769 -1.867 0.025 0.010 0.026 0.074
C -4.619 6.097 -0.097 0.337 -0.014 0.231 -0.118
C -4.534 -1.150 -2.437 0.165 0.088 0.226 -0.126
C 0.359 -0.466 1.747 0.381 -0.120 0.241 -0.136
O 2.400 -2.049 4.545 0.291 1.085 2.142 -0.304
H -3.961 -0.704 -1.622 0.034 0.023 -0.046 0.065
H -4.696 1.426 -4.390 -0.007 0.024 -0.027 0.066
C -1.504 4.365 -1.134 0.046 0.337 0.274 -0.137
H -5.031 1.033 -6.086 0.109 0.029 -0.038 0.086
H -5.033 -2.032 -2.034 0.048 -0.061 -0.054 0.078
H -3.850 2.281 0.012 -0.074 0.058 -0.131 0.073
H 5.263 1.441 1.419 0.118 0.047 -0.232 0.096
H -4.979 7.816 -1.869 0.003 -0.039 0.094 0.083
H 1.849 -6.249 4.893 0.087 0.096 -0.002 0.072
H 0.293 0.674 -1.342 -0.170 -0.082 -0.061 0.020
C 1.377 -3.928 7.479 -0.262 -0.253 -0.089 -0.104
N -3.266 0.141 -5.370 0.453 2.947 1.111 -0.261
H -3.277 -3.476 -4.243 0.000 0.016 -0.056 0.067
H -5.664 5.803 0.038 -0.035 0.098 -0.014 0.086
H 6.622 -0.388 4.576 0.206 0.310 -0.074 0.144
C -2.554 1.224 -6.100 0.271 -0.195 -0.281 -0.113
N -1.172 -1.093 -4.867 0.146 0.707 0.323 -0.313
O 5.540 -0.764 -1.203 -0.088 -0.096 0.014 -0.416
C -4.645 0.638 -5.147 -0.315 -0.344 0.013 -0.107
C -2.870 2.544 -0.374 0.038 -0.313 -0.127 -0.127
H 7.324 -0.726 3.035 -0.309 -0.382 -0.222 0.153
N 4.424 0.534 3.657 -0.327 -1.124 -0.154 0.146
S 3.038 2.751 1.257 0.354 0.240 -0.112 0.811
N 4.019 -3.965 4.525 0.017 0.371 0.135 -0.296
H 0.458 -4.135 6.938 0.047 0.010 -0.097 0.077
H 1.668 -5.807 3.177 -0.032 -0.019 0.008 0.079
N -4.162 5.916 -1.498 -2.653 -0.458 0.680 -0.278
P 2.551 -3.399 5.160 -0.420 -3.536 -3.027 0.603
C -4.033 -2.688 -4.300 -0.161 0.134 -0.343 -0.130
H -1.549 0.905 -6.367 0.004 -0.075 0.088 0.072
H -3.088 1.450 -7.022 -0.067 -0.037 0.024 0.082
H 3.814 -5.565 3.156 -0.015 -0.008 0.039 0.073
H -0.580 -0.079 1.356 0.006 0.085 -0.009 0.043
C -2.349 5.093 -4.001 0.053 0.357 0.114 -0.130
H -2.566 1.771 -1.090 0.016 -0.032 0.047 0.064
N 1.232 -4.254 4.557 -0.076 0.346 -0.471 -0.304
H -4.516 7.144 0.184 0.004 0.027 -0.079 0.080
C 4.651 0.623 1.021 -0.608 0.473 0.006 -0.483
H -5.292 5.408 -4.676 0.049 0.003 -0.096 0.066
H 3.834 0.917 -1.464 -0.047 0.380 0.233 0.017
H 5.941 1.586 -1.002 -0.300 0.327 0.086 0.025
N 2.558 -4.236 6.632 0.054 2.302 1.101 -0.273
H -4.955 -3.110 -3.901 -0.015 0.083 0.066 0.078
C 1.269 -5.660 4.186 -0.102 -0.265 0.393 -0.119
H -0.499 -2.259 -6.463 0.038 0.022 0.048 0.081
C -1.322 -2.234 -5.743 0.131 0.117 -0.389 -0.129
N 6.512 -0.472 3.576 0.121 0.078 0.500 0.252
H -1.554 4.352 -3.879 0.005 0.041 0.040 0.064
H 0.059 -2.549 4.134 0.097 0.032 -0.017 0.071
C 3.760 -4.042 7.471 0.286 -0.314 -0.179 -0.115
H 0.525 1.955 -0.118 -0.195 -0.047 -0.079 0.012
H -2.238 -2.174 -6.325 -0.076 0.037 0.123 0.069
O -1.765 -0.328 -2.625 -0.295 3.569 0.220 -0.316
H 0.274 -1.553 1.795 -0.052 0.059 0.003 0.011
H 0.492 -0.127 2.775 -0.146 0.080 0.008 0.032
H 4.426 -1.318 1.693 0.214 -0.217 -0.115 0.137
H -5.302 -0.177 -4.854 0.091 -0.047 0.064 0.070
H 5.577 -2.980 5.622 0.058 -0.057 -0.060 0.077
P 5.012 0.553 -0.793 0.618 -1.070 -0.336 0.740
H 5.389 -5.423 3.908 0.025 0.126 0.048 0.084
H -2.368 5.361 -5.058 -0.116 -0.019 -0.006 0.080
H 5.911 -3.282 3.909 -0.053 -0.103 -0.039 0.088
H 4.632 -4.499 7.005 -0.036 0.050 -0.106 0.072
H 1.362 -2.133 -0.529 -0.054 0.025 0.053 0.046
C 3.204 0.932 1.462 -0.281 -0.043 0.715 -0.742
H -6.009 6.499 -2.447 -0.032 0.055 0.046 0.091
H 0.929 -1.242 -4.907 -0.149 -0.086 -0.138 0.082
H -1.483 5.412 -1.430 -0.091 -0.026 -0.086 0.067
H -2.181 2.511 0.477 0.089 0.172 -0.055 0.072
H 0.176 -1.762 -3.380 0.183 0.047 0.014 0.079
H 2.679 -0.444 3.102 0.024 0.017 -0.071 0.070
H 2.825 -1.465 -1.202 0.202 -0.063 0.082 0.027
H 3.975 -2.989 7.676 -0.033 0.002 0.088 0.087
C 4.320 -5.320 4.091 0.025 -0.271 0.244 -0.100
C 0.123 -1.032 -4.199 0.110 -0.434 -0.040 -0.141
H 4.753 -2.046 4.371 -0.070 -0.038 0.108 0.023
N -3.640 4.574 -3.599 -0.263 -0.062 0.002 -0.312
O -4.789 2.939 -2.147 -2.598 1.219 0.911 -0.300
N -2.858 3.883 -0.958 -0.145 -0.164 0.081 -0.305
C 5.360 -0.181 3.020 -0.075 -0.104 -0.025 -0.407
H 0.305 -0.044 -3.788 -0.028 -0.013 0.045 0.058
C -4.661 4.510 -4.634 -0.207 -0.219 0.036 -0.135
P -2.431 -0.379 -3.964 -0.299 -6.537 -0.819 0.672
H 2.858 -2.318 0.364 0.072 -0.018 -0.056 0.032
H -4.227 -2.473 -5.358 0.036 0.001 0.003 0.071
H 0.257 -6.068 4.203 -0.029 0.072 -0.005 0.086
H 1.789 1.654 -1.265 -0.111 -0.039 -0.211 0.008
H -2.484 2.142 -5.506 -0.110 0.047 -0.047 0.071
H 1.364 -2.883 7.802 0.048 -0.018 0.080 0.087
C -4.973 6.830 -2.331 0.283 0.134 -0.345 -0.119
H -4.528 6.946 -3.317 0.016 -0.127 -0.006 0.068
H -4.207 4.379 -5.617 0.086 -0.010 0.034 0.078
H -0.964 4.303 -0.183 -0.036 -0.050 0.018 0.074
H -4.004 5.508 0.579 0.023 -0.078 -0.083 0.072
H 0.657 -3.388 2.695 -0.036 -0.064 0.007 0.071
P -4.155 4.278 -1.987 5.229 -1.072 -1.815 0.636
H -5.309 -0.426 -2.722 -0.047 -0.060 0.045 0.067
```
Positions in Å, forces in eV/Å.

Calculated values
Total charge   +1
HOMO level   -9.249 eV
Multiplicity   1